<1>
ORCA calculation (ωB97M-V/def2-TZVPD) on a cluster of 2 separate species, C4H12NO in total.

Summary:
- Orbital gap: 9.67 eV
- LUMO: -5.36 eV
- Charge: +1

Each line ends with the natural charge from an NBO analysis.
Element x y z (Å)
C1 0.45 2.33 0.80  -0.61
C2 0.86 1.44 -0.49  -0.44
C3 0.29 0.02 -0.23  -0.23
C4 -0.39 -1.89 -1.80  0.13
N1 0.47 -0.95 -1.36  -0.40
H1 0.98 3.27 0.71  0.24
H2 -0.65 2.55 0.85  0.22
H3 0.78 1.90 1.75  0.22
H4 0.48 1.97 -1.42  0.23
H5 1.95 1.48 -0.43  0.23
H6 0.80 -0.34 0.72  0.25
H7 -0.76 -0.02 -0.14  0.23
H8 -1.40 -2.03 -1.36  0.24
H9 -0.06 -2.71 -2.50  0.25
H10 1.32 -0.87 -1.98  0.44
H11 -1.15 -1.62 2.53  0.47
H12 -2.36 -2.37 2.46  0.48
O1 -1.62 -2.17 1.88  -0.95

***

<2>
ORCA calculation (ωB97M-V/def2-TZVPD) on a cluster of 2 separate species, C4H12NO in total.

Summary:
- Orbital gap: 10.53 eV
- LUMO: -4.77 eV
- Charge: +1

Each line ends with the natural charge from an NBO analysis.
Element x y z (Å)
C1 -1.02 1.78 -0.65  -0.62
C2 -0.39 0.81 0.34  -0.43
C3 -0.86 -0.61 0.13  -0.21
C4 0.89 -1.55 1.74  0.12
N1 -0.20 -1.55 1.10  -0.37
H1 -0.33 2.60 -0.83  0.23
H2 -1.16 1.29 -1.61  0.22
H3 -1.92 2.25 -0.29  0.23
H4 0.70 0.84 0.29  0.22
H5 -0.52 1.02 1.41  0.21
H6 -1.91 -0.72 0.42  0.23
H7 -0.62 -1.01 -0.84  0.26
H8 1.54 -0.70 1.78  0.23
H9 1.28 -2.44 2.25  0.23
H10 -0.73 -2.41 1.19  0.43
H11 1.65 0.90 -2.11  0.48
H12 1.94 -0.49 -2.54  0.49
O1 1.63 -0.01 -1.76  -0.96

***

Quick look at relative energies in eV: <1> 0.590; <2> 0.000.

***

<1>
ORCA calculation (ωB97M-V/def2-TZVPD) on a structure of composition C4H12NO.

Summary:
- Orbital gap: 5.54 eV
- LUMO: -9.90 eV
- Charge: +1

Each line ends with the natural charge from an NBO analysis.
Element x y z (Å)
C1 -0.48 0.65 -0.83  -0.28
C2 1.04 0.75 -0.90  -0.41
C3 1.70 -0.14 0.20  -0.45
C4 1.02 -1.50 0.57  -0.17
O1 -0.17 -1.43 1.28  -0.25
N1 -0.85 0.91 0.59  -0.47
H1 -1.00 1.57 -1.26  0.26
H2 -3.66 0.17 -0.24  -0.05
H3 1.54 0.49 -1.87  0.25
H4 1.43 1.74 -0.61  0.25
H5 1.50 0.39 1.22  0.25
H6 2.80 -0.25 0.05  0.27
H7 0.87 -1.94 -0.44  0.30
H8 1.80 -2.07 1.21  0.34
H9 -0.88 -0.34 -1.19  0.27
H10 -1.83 1.23 0.86  0.43
H11 -0.70 -0.03 1.09  0.40
H12 -4.13 -0.20 0.29  0.05

***

<2>
ORCA calculation (ωB97M-V/def2-TZVPD) on a cluster of 2 separate species, C4H12NO in total.

Summary:
- Orbital gap: 11.77 eV
- LUMO: -3.13 eV
- Charge: +1

Each line ends with the natural charge from an NBO analysis.
Element x y z (Å)
C1 0.50 0.11 -1.24  -0.22
N1 -0.71 -0.08 -0.32  -0.55
C2 -0.65 0.95 0.94  -0.22
C3 0.75 1.38 1.02  -0.44
C4 1.30 1.20 -0.57  -0.43
H1 0.06 0.30 -2.15  0.23
H2 0.96 -0.96 -1.28  0.24
H3 -1.68 0.07 -0.63  0.44
H4 -0.73 -1.02 0.17  0.47
H5 -1.52 1.66 0.99  0.25
H6 -0.87 0.20 1.89  0.23
H7 1.48 0.70 1.39  0.24
H8 0.80 2.35 1.43  0.25
H9 1.28 2.28 -0.90  0.25
H10 2.32 0.92 -0.57  0.24
H11 -1.39 -3.49 0.65  0.50
H12 -0.75 -3.61 -0.67  0.49
O1 -1.15 -2.97 -0.16  -0.96

***

<3>
ORCA calculation (ωB97M-V/def2-TZVPD) on a cluster of 3 separate species, C4H12NO in total.

Summary:
- Orbital gap: 5.07 eV
- LUMO: -8.88 eV
- Charge: +1

Each line ends with the natural charge from an NBO analysis.
Element x y z (Å)
C1 -1.06 1.49 -0.98  -0.72
C2 -0.63 0.31 -0.23  0.11
C3 -0.06 -0.83 -0.84  0.12
C4 0.11 -1.10 -2.26  -0.73
O1 0.38 -1.41 1.44  -0.73
N1 0.93 0.92 2.69  -0.97
H1 -1.98 1.85 -0.54  0.29
H2 -1.27 1.25 -2.02  0.24
H3 -0.34 2.32 -0.90  0.31
H4 -0.70 0.25 0.86  0.29
H5 0.49 -1.52 -0.17  0.31
H6 -0.51 -1.95 -2.59  0.31
H7 1.13 -1.45 -2.41  0.28
H8 -0.15 -0.30 -2.94  0.27
H9 0.39 -2.12 2.11  0.48
H10 0.38 1.00 3.54  0.38
H11 1.82 1.38 2.82  0.38
H12 1.06 -0.07 2.42  0.38

***

Quick look at relative energies in eV: <1> 7.169; <2> 0.000; <3> 5.740.

***

<1>
ORCA calculation (ωB97M-V/def2-TZVPD) on a cluster of 2 separate species, C4H12NO in total.

Summary:
- Orbital gap: 10.31 eV
- LUMO: -3.60 eV
- Charge: +1

Each line ends with the natural charge from an NBO analysis.
Element x y z (Å)
C1 -0.18 0.04 0.03  -0.24
N1 0.41 -1.25 0.53  -0.53
C2 0.42 -2.35 -0.63  -0.22
C3 -0.27 -1.66 -1.83  -0.46
C4 -0.92 -0.33 -1.27  -0.43
H1 -1.03 0.25 0.74  0.24
H2 0.55 0.83 0.01  0.24
H3 -0.01 -1.58 1.41  0.45
H4 1.42 -1.24 0.64  0.44
H5 -0.14 -3.32 -0.40  0.25
H6 1.49 -2.57 -0.71  0.23
H7 0.46 -1.31 -2.71  0.25
H8 -0.83 -2.50 -2.32  0.27
H9 -2.01 -0.43 -1.11  0.24
H10 -0.73 0.59 -1.87  0.25
H11 1.12 5.01 2.34  0.50
H12 -0.30 4.19 2.03  0.49
O1 0.35 4.58 2.55  -0.99

***

<2>
ORCA calculation (ωB97M-V/def2-TZVPD) on the ion C4H12NO with charge +1.

Summary:
- SMILES string: CC[C@@H]([NH3+])CO
- Orbital gap: 11.60 eV
- LUMO: -3.41 eV
- Charge: +1

Each line ends with the natural charge from an NBO analysis.
Element x y z (Å)
C1 0.35 -2.29 0.95  -0.69
C2 0.42 -0.74 1.11  -0.45
C3 0.36 0.04 -0.15  -0.09
N1 -0.87 -0.51 -0.82  -0.72
C4 0.34 1.60 -0.01  -0.07
O1 -0.52 2.11 -0.99  -0.76
H1 -0.77 -2.71 0.86  0.21
H2 1.18 -2.79 0.47  0.26
H3 0.78 -2.69 1.83  0.27
H4 1.41 -0.66 1.66  0.26
H5 -0.32 -0.44 1.85  0.22
H6 1.31 -0.36 -0.63  0.23
H7 -0.65 -0.37 -1.85  0.47
H8 -1.68 0.05 -0.53  0.45
H9 -1.04 -1.57 -0.45  0.48
H10 1.37 1.96 -0.23  0.21
H11 -0.05 1.83 0.97  0.19
H12 -0.11 2.82 -1.59  0.52

***

Quick look at relative energies in eV: <1> 0.000; <2> 0.063.

***

<1>
ORCA calculation (ωB97M-V/def2-TZVPD) on a cluster of 2 separate species, C9H14 in total.

Summary:
- SMILES string: Cc1ccccc1.CC
- Orbital gap: 9.87 eV
- LUMO: 1.02 eV

Each line ends with the natural charge from an NBO analysis.
Element x y z (Å)
C1 -1.65 1.03 -0.28  -0.63
C2 -0.19 0.80 -0.11  -0.02
C3 0.38 1.62 0.84  -0.22
C4 1.79 1.70 0.93  -0.19
C5 2.63 0.87 0.33  -0.25
C6 1.98 -0.06 -0.54  -0.16
C7 0.67 -0.03 -0.91  -0.25
H1 -1.94 1.05 -1.32  0.22
H2 -2.02 1.94 0.32  0.22
H3 -2.45 0.13 -0.01  0.22
H4 -0.24 2.34 1.38  0.21
H5 2.15 2.58 1.51  0.20
H6 3.67 0.98 0.26  0.22
H7 2.60 -0.98 -0.81  0.21
H8 0.26 -0.66 -1.69  0.22
C8 -1.27 -2.57 0.33  -0.63
C9 -2.63 -2.19 -0.42  -0.59
H9 -1.43 -2.68 1.37  0.21
H10 -0.99 -3.56 0.05  0.21
H11 -0.72 -1.68 -0.13  0.23
H12 -3.43 -2.74 0.12  0.20
H13 -2.75 -2.48 -1.59  0.20
H14 -2.88 -1.17 -0.44  0.18

***

<2>
ORCA calculation (ωB97M-V/def2-TZVPD) on a cluster of 2 separate species, C9H14 in total.

Summary:
- SMILES string: Cc1ccccc1.CC
- Orbital gap: 10.11 eV
- LUMO: 1.02 eV

Each line ends with the natural charge from an NBO analysis.
Element x y z (Å)
C1 -0.38 2.28 2.64  -0.63
C2 -1.00 1.32 1.67  -0.02
C3 -2.04 0.41 2.04  -0.21
C4 -2.48 -0.58 1.22  -0.21
C5 -2.00 -0.64 -0.11  -0.22
C6 -1.01 0.22 -0.49  -0.21
C7 -0.44 1.12 0.44  -0.20
H1 0.59 2.68 2.35  0.22
H2 -0.17 1.76 3.58  0.22
H3 -0.99 3.16 2.89  0.22
H4 -2.27 0.47 3.10  0.21
H5 -3.17 -1.31 1.61  0.21
H6 -2.51 -1.33 -0.77  0.22
H7 -0.50 0.19 -1.44  0.21
H8 0.48 1.64 0.17  0.20
C8 2.75 -0.93 -2.09  -0.62
C9 1.74 -1.95 -2.56  -0.62
H9 3.69 -0.87 -2.65  0.21
H10 2.41 0.07 -2.40  0.20
H11 2.90 -0.89 -1.02  0.21
H12 0.69 -1.68 -2.43  0.21
H13 1.86 -2.20 -3.62  0.21
H14 1.86 -2.95 -2.15  0.21

***

<3>
ORCA calculation (ωB97M-V/def2-TZVPD) on a cluster of 2 separate species, C9H14 in total.

Summary:
- SMILES string: Cc1ccccc1.CC
- Orbital gap: 9.99 eV
- LUMO: 1.00 eV

Each line ends with the natural charge from an NBO analysis.
Element x y z (Å)
C1 1.19 2.11 -0.45  -0.63
C2 0.75 1.16 0.63  0.00
C3 0.39 -0.12 0.27  -0.22
C4 -0.06 -1.04 1.21  -0.20
C5 0.00 -0.71 2.56  -0.22
C6 0.31 0.59 2.93  -0.20
C7 0.66 1.53 1.98  -0.22
H1 0.36 2.28 -1.14  0.22
H2 1.99 1.67 -1.05  0.22
H3 1.52 3.07 -0.07  0.21
H4 0.59 -0.52 -0.71  0.21
H5 -0.56 -1.95 0.89  0.21
H6 -0.20 -1.47 3.29  0.21
H7 0.18 0.88 3.96  0.21
H8 0.94 2.55 2.16  0.21
C8 -1.47 -0.84 -3.32  -0.61
C9 -1.23 -2.30 -3.68  -0.61
H9 -2.01 -0.30 -4.10  0.21
H10 -1.99 -0.82 -2.36  0.20
H11 -0.52 -0.33 -3.21  0.20
H12 -0.45 -2.77 -3.08  0.20
H13 -0.91 -2.37 -4.73  0.20
H14 -2.11 -2.93 -3.61  0.20

***

<4>
ORCA calculation (ωB97M-V/def2-TZVPD) on a cluster of 2 separate species, C9H14 in total.

Summary:
- SMILES string: Cc1ccccc1.CC
- Orbital gap: 9.67 eV
- LUMO: 1.04 eV

Each line ends with the natural charge from an NBO analysis.
Element x y z (Å)
C1 -1.75 -0.53 0.59  -0.66
C2 -0.33 -0.25 0.85  0.02
C3 0.35 0.76 0.14  -0.26
C4 1.65 1.12 0.35  -0.17
C5 2.26 0.51 1.49  -0.24
C6 1.61 -0.61 2.07  -0.19
C7 0.33 -1.07 1.80  -0.25
H1 -2.14 -0.06 1.54  0.23
H2 -1.99 -1.52 1.02  0.23
H3 -2.23 -0.17 -0.36  0.23
H4 -0.21 1.31 -0.58  0.20
H5 2.18 1.86 -0.43  0.22
H6 3.20 0.74 1.66  0.20
H7 2.08 -1.06 2.94  0.20
H8 -0.07 -1.87 2.44  0.22
C8 -1.14 -0.57 -3.16  -0.62
C9 -1.69 0.71 -2.66  -0.59
H9 -0.03 -0.68 -3.25  0.22
H10 -1.42 -1.27 -2.34  0.20
H11 -1.87 -0.88 -3.97  0.21
H12 -1.77 1.57 -3.43  0.20
H13 -1.03 1.07 -1.88  0.19
H14 -2.55 0.53 -2.19  0.19

***

Quick look at relative energies in eV: <1> 2.239; <2> 0.266; <3> 0.000; <4> 2.039.

***

<1>
ORCA calculation (ωB97M-V/def2-TZVPD) on a cluster of 2 separate species, C9H14 in total.

Summary:
- SMILES string: Cc1ccccc1.CC
- Orbital gap: 10.22 eV
- LUMO: 1.04 eV

Each line ends with the natural charge from an NBO analysis.
Element x y z (Å)
C1 -0.96 -0.28 2.40  -0.63
C2 -0.61 0.35 1.03  0.01
C3 -1.67 0.92 0.23  -0.21
C4 -1.38 1.57 -0.94  -0.21
C5 -0.04 1.66 -1.39  -0.23
C6 0.96 1.18 -0.57  -0.19
C7 0.66 0.48 0.62  -0.25
H1 -1.99 0.02 2.67  0.21
H2 -0.42 0.00 3.22  0.22
H3 -0.94 -1.41 2.42  0.22
H4 -2.62 0.86 0.67  0.21
H5 -2.22 1.94 -1.53  0.22
H6 0.33 2.33 -2.20  0.22
H7 1.99 1.24 -0.85  0.21
H8 1.57 0.38 1.22  0.22
C8 0.58 -2.44 -1.04  -0.63
C9 1.97 -2.04 -0.48  -0.63
H9 -0.16 -3.04 -0.46  0.21
H10 0.09 -1.48 -1.38  0.21
H11 0.61 -3.06 -2.03  0.20
H12 1.95 -1.00 -0.25  0.22
H13 1.92 -2.80 0.38  0.21
H14 2.80 -2.41 -1.10  0.21

***

<2>
ORCA calculation (ωB97M-V/def2-TZVPD) on a cluster of 2 separate species, C9H14 in total.

Summary:
- SMILES string: Cc1ccccc1.CC
- Orbital gap: 10.09 eV
- LUMO: 1.05 eV

Each line ends with the natural charge from an NBO analysis.
Element x y z (Å)
C1 1.97 0.00 1.81  -0.63
C2 0.73 -0.47 1.09  -0.01
C3 0.75 -0.95 -0.20  -0.23
C4 -0.42 -1.42 -0.82  -0.20
C5 -1.61 -1.43 -0.12  -0.23
C6 -1.67 -0.74 1.09  -0.19
C7 -0.51 -0.30 1.72  -0.23
H1 2.89 -0.31 1.32  0.22
H2 1.99 -0.35 2.85  0.22
H3 1.93 1.09 1.86  0.22
H4 1.63 -1.09 -0.81  0.21
H5 -0.36 -1.69 -1.87  0.21
H6 -2.46 -1.94 -0.55  0.21
H7 -2.64 -0.56 1.53  0.21
H8 -0.62 0.14 2.70  0.21
C8 -0.55 2.20 -1.53  -0.61
C9 0.74 1.80 -2.25  -0.61
H9 -0.82 1.47 -0.76  0.21
H10 -0.41 3.12 -0.96  0.20
H11 -1.36 2.35 -2.24  0.20
H12 0.51 1.09 -3.04  0.20
H13 1.40 1.38 -1.49  0.20
H14 1.27 2.65 -2.68  0.20

***

Quick look at relative energies in eV: <1> 1.279; <2> 0.000.

***

<1>
ORCA calculation (ωB97M-V/def2-TZVPD) on an isolated molecule of C2H9N5O.

Summary:
- SMILES string: CN(N)/C(=N\N)NO
- Orbital gap: 9.15 eV
- LUMO: 0.85 eV

Each line ends with the natural charge from an NBO analysis.
Element x y z (Å)
C1 0.66 0.09 1.70  -0.43
N1 -0.31 -0.59 0.67  -0.34
N2 -0.06 -1.91 0.39  -0.68
C2 -0.28 0.27 -0.44  0.47
N3 -0.66 1.47 -0.40  -0.31
N4 -1.37 1.81 0.79  -0.68
N5 0.26 -0.31 -1.64  -0.39
O1 1.67 -0.44 -1.43  -0.59
H1 1.72 0.14 1.35  0.21
H2 0.55 -0.46 2.62  0.19
H3 0.23 1.07 1.80  0.24
H4 -0.81 -2.38 -0.22  0.38
H5 -0.20 -2.29 1.33  0.36
H6 -2.27 2.17 0.46  0.36
H7 -1.57 1.00 1.36  0.34
H8 0.09 0.21 -2.53  0.38
H9 1.61 -1.37 -0.93  0.48

***

<2>
ORCA calculation (ωB97M-V/def2-TZVPD) on a structure of composition C2H9N5O.

Summary:
- Orbital gap: 8.63 eV
- LUMO: 0.00 eV

Each line ends with the natural charge from an NBO analysis.
Element x y z (Å)
C1 -0.31 -2.04 1.20  -0.52
C2 -0.50 0.55 -0.05  0.54
H1 0.35 -3.36 0.69  0.21
H2 -1.11 -1.93 2.33  0.23
H3 0.94 -1.31 1.36  0.25
H4 -2.40 -1.87 0.74  0.38
H5 0.07 -1.13 -1.16  0.42
H6 0.57 1.33 -2.19  0.40
H7 2.17 0.85 -1.31  0.32
H8 -0.67 2.24 1.23  0.39
H9 1.67 2.80 -0.86  0.47
N1 -1.45 -1.46 0.33  -0.56
N2 -1.27 -0.07 0.72  -0.41
N3 0.23 0.03 -1.15  -0.52
N4 1.25 0.55 -1.91  -0.63
N5 -0.06 1.86 0.55  -0.35
O1 0.52 2.97 -0.52  -0.62

***

Quick look at relative energies in eV: <1> 0.000; <2> 7.818.

***

<1>
ORCA calculation (ωB97M-V/def2-TZVPD) on a cluster of 2 separate species, C2H6ClISi in total.

Summary:
- Orbital gap (spin up / spin down): 4.14 / 4.13 eV
- LUMO (spin up / spin down): -2.93 / -2.93 eV

Each line ends with the natural charge from an NBO analysis.
Element x y z (Å)
C1 0.20 0.19 -1.22  -1.22
C2 0.82 0.55 1.84  -1.13
Si1 -0.19 1.13 0.30  1.69
Cl1 -0.64 3.02 0.06  -0.27
I1 4.06 -0.29 0.00  -0.84
H1 1.25 0.31 -1.54  0.35
H2 -0.08 -0.86 -1.07  0.28
H3 -0.31 0.42 -2.10  0.27
H4 0.43 -0.26 2.41  0.28
H5 1.77 0.02 1.41  0.34
H6 1.04 1.48 2.32  0.26

***

<2>
ORCA calculation (ωB97M-V/def2-TZVPD) on an isolated molecule of C2H6ClISi.

Summary:
- SMILES string: C[Si](C)(Cl)I
- Orbital gap: 10.33 eV
- LUMO: 0.52 eV

Each line ends with the natural charge from an NBO analysis.
Element x y z (Å)
C1 0.40 0.20 -1.53  -1.12
Si1 -0.53 -0.55 0.00  1.33
C2 0.42 0.11 1.50  -1.11
Cl1 -0.74 -2.58 0.02  -0.36
I1 -2.78 0.51 -0.02  -0.23
H1 -0.26 0.19 -2.38  0.24
H2 0.10 1.31 -1.18  0.24
H3 1.49 0.05 -1.78  0.26
H4 -0.06 -0.04 2.42  0.24
H5 1.38 -0.39 1.58  0.24
H6 0.57 1.19 1.36  0.25

***

Quick look at relative energies in eV: <1> 3.526; <2> 0.000.

***

<1>
ORCA calculation (ωB97M-V/def2-TZVPD) on an isolated molecule of H2N2O4S.

Summary:
- SMILES string: NS(=O)(=O)[N+](=O)[O-]
- Orbital gap: 10.89 eV
- LUMO: -0.86 eV

Each line ends with the natural charge from an NBO analysis.
Element x y z (Å)
N1 -1.31 0.20 0.06  -1.03
S1 0.17 -0.63 0.09  2.24
O1 0.21 -1.31 1.35  -0.88
O2 0.43 -1.38 -1.10  -0.87
N2 1.20 0.83 -0.02  0.33
O3 1.77 0.88 -1.09  -0.31
O4 1.15 1.56 0.91  -0.29
H1 -1.98 -0.46 0.60  0.42
H2 -1.65 0.31 -0.83  0.39

***

<2>
ORCA calculation (ωB97M-V/def2-TZVPD) on an isolated molecule of H2N2O4S.

Summary:
- SMILES string: NS(=O)(=O)[N+](=O)[O-]
- Orbital gap: 10.97 eV
- LUMO: -0.27 eV

Each line ends with the natural charge from an NBO analysis.
Element x y z (Å)
N1 0.00 -0.20 0.62  -1.07
S1 1.46 -0.83 0.13  2.30
O1 2.08 -1.71 1.04  -0.86
O2 1.44 -1.14 -1.25  -0.88
N2 2.60 0.68 0.05  0.32
O3 3.76 0.40 -0.23  -0.34
O4 2.12 1.78 -0.02  -0.34
H1 -0.16 0.14 1.63  0.44
H2 -0.74 -0.04 0.03  0.42

***

Quick look at relative energies in eV: <1> 0.103; <2> 0.000.